{
  "formula": "C4H13N2O",
  "method": "the ωB97M-V functional and the def2-TZVPD basis",
  "symbols": ["C", "C", "C", "C", "N", "N", "H", "H", "H", "H", "H", "H", "H", "H", "H", "H", "H", "H", "H", "O"],
  "coordinates": [[0.610, -1.634, -0.402], [-0.689, -1.120, 0.234], [-0.484, 0.152, 1.075], [0.448, 0.158, 2.058], [-1.422, 1.113, 0.827], [1.478, -0.461, -0.825], [0.386, -2.107, -1.360], [1.133, -2.331, 0.243], [-1.449, -0.880, -0.513], [-1.125, -1.957, 0.779], [0.843, -0.834, 2.243], [0.338, 0.830, 2.902], [-0.413, 1.395, -3.000], [-1.752, 1.578, 1.655], [-1.921, 1.304, -0.020], [2.197, -0.774, -1.474], [1.991, -0.150, 0.009], [1.017, 0.402, -1.193], [-0.217, 2.280, -1.728], [-0.146, 1.371, -2.073]],
  "forces_ev_per_a": [[-1.2, 0.8, -1.3], [0.4, 0.5, -0.6], [-0.2, -1.4, -0.1], [-1.5, -0.5, -0.2], [0.0, 0.8, 1.2], [1.4, -0.3, 1.3], [-0.1, -0.4, 0.3], [0.5, 0.3, 0.0], [0.3, -0.1, -0.3], [0.1, 0.3, 0.5], [0.4, 0.2, 0.3], [0.6, 0.3, -0.2], [0.1, 0.1, 0.1], [0.0, 0.5, -0.2], [0.1, -0.6, -0.1], [-0.1, 0.0, -0.3], [-0.2, 0.1, 0.0], [-0.5, -0.7, -0.3], [0.0, -0.4, -0.3], [-0.1, 0.5, 0.3]],
  "lowdin_charge": [-0.123, -0.125, -0.441, 0.031, 0.108, 0.166, 0.129, 0.130, 0.111, 0.131, 0.064, 0.069, 0.084, 0.109, 0.091, 0.164, 0.146, 0.107, 0.088, -0.040],
  "total_charge": 1,
  "de_lowest_kj_mol": 177.72,
  "total_energy_ha": -344.69916,
  "largest_force_ev_per_a": 1.94
}